Formula: C8H9NO2
Source: the OMol25 dataset
Level of theory: ωB97M-V/def2-TZVPD

Cartesian coordinates (Å):
C -2.91034 -0.58109 -0.06232
H -3.19979 2.01783 0.41652
H 2.54181 -0.75569 0.89082
O -2.70827 -1.75638 -0.23801
H 3.27942 -0.13882 -2.05697
O -0.78893 0.40345 -0.48967
C 0.40789 0.37129 -0.23296
C 2.53741 -1.02295 -0.15793
H 0.96039 -1.08714 -1.75100
C -2.07215 0.28589 0.81711
N -0.06225 -0.82128 2.03103
H -3.73655 -0.02291 -0.54037
C 2.77448 0.08218 -1.12211
C 1.37033 -0.47127 -0.95003
H -1.75637 2.20731 1.56060
H 2.98034 1.07639 -0.72586
C -0.95230 -0.33826 1.50073
C -2.35985 1.57835 0.96149
H 2.87217 -2.01641 -0.42590
H 0.82255 0.98951 0.57485

E_LUMO = -0.17 eV
E_HOMO = -0.3211 hartree
Energy = -515.2972 Eh
Gap between HOMO and LUMO = 8.6 eV

So, what does the Löwdin scheme give us? The charges, in e, come out as: atom 1 (C): -0.214, atom 2 (H): 0.081, atom 3 (H): 0.098, atom 4 (O): 0.083, atom 5 (H): 0.106, atom 6 (O): -0.025, atom 7 (C): -0.194, atom 8 (C): -0.100, atom 9 (H): 0.153, atom 10 (C): -0.361, atom 11 (N): 0.217, atom 12 (H): 0.134, atom 13 (C): -0.103, atom 14 (C): -0.206, atom 15 (H): 0.066, atom 16 (H): 0.108, atom 17 (C): -0.188, atom 18 (C): 0.085, atom 19 (H): 0.111, atom 20 (H): 0.148